9
Properties=species:S:1:pos:R:3:forces:R:3 method="wB97M-V/def2-TZVPD" homo_lumo_gap_ev=10.481 e_homo_ev=-11.22
N -0.009 -1.132 0.979 -1.392 2.021 0.518
H 2.375 0.466 -0.598 -1.772 0.462 0.548
O 0.845 -1.955 1.109 0.820 -1.457 0.394
O 1.469 0.768 -0.301 2.581 -0.189 -0.706
C -1.303 1.256 -0.125 2.135 -1.703 -0.492
H -0.539 -0.696 -2.177 1.515 0.939 3.161
N -2.129 2.032 -0.255 -0.955 0.850 0.074
O -0.811 -0.727 1.829 0.684 -1.077 -0.449
Si 0.101 -0.012 -0.462 -3.617 0.154 -3.048

***

67
Properties=species:S:1:pos:R:3:forces:R:3 method="wB97M-V/def2-TZVPD" homo_lumo_gap_ev=6.571 charge=+1 e_homo_ev=-10.21
C -2.038 1.349 -0.278 -1.660 -1.152 0.376
C 1.330 -1.158 -3.218 0.075 0.211 -0.632
C -1.945 1.754 -1.732 0.844 0.194 -0.386
C -0.476 2.158 -2.124 -0.836 -0.040 -0.028
H 3.548 -0.160 0.012 0.024 -0.191 -0.184
H -3.891 2.708 -1.643 0.112 0.071 -0.089
H 1.963 -1.808 -3.845 -0.182 0.199 0.110
H -2.550 3.796 -1.242 -0.020 -0.101 -0.132
O 0.467 0.900 5.101 -0.168 -0.126 -0.582
H 0.256 2.265 -0.122 0.406 0.004 -0.423
H -1.060 3.110 2.743 0.340 -0.078 0.070
H -1.040 -1.598 5.005 0.275 -0.113 -0.140
H -0.941 -4.146 -2.294 -0.082 0.316 -0.020
H 0.719 -1.985 5.057 -0.278 0.096 -0.225
H -1.090 0.465 6.357 -0.072 0.213 -0.201
H -0.358 -2.871 3.944 0.045 0.273 0.142
C 0.391 -2.871 -0.012 0.967 1.211 0.064
H 0.075 -4.667 1.081 -0.256 0.079 0.019
C 3.423 -0.821 -0.859 0.654 0.293 -0.061
H 2.648 2.584 -0.819 -0.194 -0.007 -0.236
C -0.436 -3.714 0.882 -0.240 -0.844 0.436
H 3.498 -0.199 -1.757 -0.011 -0.111 0.142
C 2.422 -2.516 1.596 0.484 -0.227 0.486
H -1.413 -3.939 0.439 0.180 -0.005 0.069
H 2.976 -1.624 1.924 -0.076 -0.222 -0.066
C -0.173 2.374 -3.471 0.136 -0.170 -0.172
C 2.171 2.632 -2.933 -0.002 -0.072 0.177
H -1.712 -0.223 -2.628 -0.150 0.117 -0.011
C -2.407 0.627 -2.665 0.028 -0.085 0.036
H -1.645 0.837 4.687 0.452 0.025 0.094
H -1.030 2.149 5.748 -0.080 -0.225 -0.032
H -0.624 -3.240 1.856 0.077 -0.188 -0.223
C -2.488 0.137 0.208 -0.820 2.142 -0.709
C -0.922 1.095 5.476 0.146 0.023 0.227
H 3.157 -3.324 1.442 -0.156 0.242 0.187
C 1.671 -2.281 0.340 -0.720 -0.113 -1.089
O 0.052 1.380 2.603 0.122 -0.476 0.557
C 1.192 -1.718 -1.854 -0.580 -0.112 0.826
H -1.835 2.159 0.434 0.065 -0.404 -0.073
C 1.145 2.580 -3.880 -0.305 0.148 0.105
P 0.989 0.430 3.647 -1.070 0.036 0.408
C -2.860 2.977 -1.901 -0.264 0.141 0.238
C 2.146 -1.564 -0.807 -1.125 -0.450 1.022
H 3.202 2.788 -3.255 -0.304 -0.061 0.121
H 0.359 -1.054 -3.720 0.257 -0.042 0.090
C -0.002 2.813 2.724 0.154 0.193 -0.112
Sn -0.076 -0.474 0.588 2.438 -1.687 -1.410
H -2.868 -0.667 -0.436 0.406 0.344 0.128
H 1.793 -0.163 -3.199 -0.106 -0.232 -0.016
H -2.706 0.024 1.278 0.252 0.074 -0.335
C 0.534 2.311 -1.185 0.193 -0.292 0.359
H -3.408 0.284 -2.385 0.109 0.053 -0.094
H 0.487 3.261 1.846 -0.130 -0.079 0.343
H 1.765 -2.817 2.422 0.150 0.025 -0.199
H -1.088 -2.600 -3.154 -0.005 -0.136 0.249
H -2.847 3.345 -2.931 0.068 -0.108 0.125
C -0.168 -1.898 4.409 0.118 -0.113 0.021
C 0.130 -2.545 -1.386 0.432 1.010 0.737
O 0.039 -0.944 3.342 0.275 0.862 0.097
H -0.984 2.370 -4.206 0.448 -0.081 0.178
H -2.452 0.984 -3.700 -0.014 -0.140 0.267
C -1.028 -3.055 -2.157 -0.534 -0.245 -0.365
C 1.866 2.506 -1.576 -0.244 0.233 -0.164
H 1.356 2.706 -4.945 0.006 0.006 0.375
H -1.985 -2.869 -1.642 0.248 -0.104 -0.194
H 4.275 -1.517 -0.863 -0.132 0.188 -0.011
H 0.498 3.176 3.636 -0.171 -0.191 -0.270

***

82
Properties=species:S:1:pos:R:3:forces:R:3 method="wB97M-V/def2-TZVPD" spin_multiplicity=11 homo_lumo_gap_ev="7.025 / 6.126" e_homo_ev="-9.30 / -8.85"
C 0.262 4.003 0.980 0.409 -0.975 -1.071
O 4.537 -1.816 1.684 1.212 0.742 -2.247
H 2.068 -3.024 4.447 0.843 -0.072 -0.413
H 2.384 3.347 4.384 0.082 -0.271 -0.108
O -2.061 -1.876 -0.148 -10.509 3.734 -3.896
H -0.453 1.067 -3.313 0.271 -0.244 -0.523
O 2.292 -2.668 -0.470 12.077 -6.542 2.332
O 1.223 -4.227 1.609 1.404 -0.803 1.081
N -4.683 0.770 -2.980 -0.964 -0.429 -0.617
C 0.836 -1.798 -5.048 -0.614 0.340 -0.519
O 4.446 1.770 4.145 -1.239 2.014 -0.785
O -0.715 -2.532 0.900 10.476 4.106 12.267
Fe -0.553 -0.527 0.132 0.155 3.700 -0.674
C -0.283 1.641 -2.403 -0.804 -0.945 0.446
H 2.220 2.566 2.774 0.015 0.214 0.028
H 2.823 4.308 2.961 -0.082 -0.314 -0.299
H 1.521 2.073 -1.202 -0.682 0.171 0.373
H -6.217 -0.417 2.717 -0.158 -0.762 -0.271
H 1.658 0.935 -2.460 0.514 0.434 -0.551
C -5.352 -0.363 2.055 -0.320 1.056 0.526
H 0.327 0.320 3.583 0.558 -0.660 -0.591
O -3.837 -0.054 -2.714 -0.034 -0.546 -0.147
O -5.696 0.559 -3.639 0.819 0.347 0.598
H 1.239 3.577 1.208 -0.247 0.054 0.050
C -0.662 0.570 3.199 -0.980 -0.766 -0.311
O -1.315 -3.915 0.027 -4.531 -10.993 -4.034
H -0.888 2.526 -2.600 0.003 0.585 0.510
H -2.927 -4.261 -3.348 0.504 -0.495 -0.223
H 1.447 2.774 -2.779 0.646 -0.422 -0.516
O -0.595 -5.555 -3.943 -0.572 2.615 0.936
O 1.059 5.894 1.932 0.681 0.258 0.199
N 0.091 5.187 1.802 -2.358 1.045 1.052
N 1.894 -0.745 -4.967 1.806 -0.047 -0.728
O 2.187 -0.106 -5.967 -1.079 -0.338 0.062
H 2.362 -2.053 2.864 0.196 -0.403 -0.077
H 0.786 -2.754 3.363 -0.085 0.828 -0.139
Fe 0.619 -3.664 -0.315 0.070 1.204 -0.350
O -0.784 0.907 -1.345 -0.577 -2.014 2.683
N -0.756 -4.468 -3.329 -3.188 -4.223 -3.324
H -0.529 3.255 1.038 -0.051 0.340 0.309
O 1.424 -0.867 0.217 5.094 11.098 9.936
H -3.627 2.439 -3.240 0.181 0.378 0.400
H 0.100 -1.605 -4.267 0.258 -0.062 0.122
O 2.355 -5.170 3.240 -0.955 2.245 -1.773
O -5.977 -0.137 -0.134 -0.601 -1.188 -3.354
C -4.355 2.131 -2.490 -0.113 -0.322 -0.290
H -0.232 2.608 3.300 0.202 0.238 0.443
H -2.070 -2.795 -2.935 0.588 -0.328 0.559
O -1.029 5.468 2.265 1.552 -0.806 -0.735
H 0.375 -1.712 -6.032 0.067 0.134 0.141
H 1.280 -2.790 -4.967 0.252 0.292 0.309
O 2.560 -0.662 -3.957 -0.603 -0.335 0.723
C -0.899 1.892 3.779 -0.021 1.571 0.660
N 1.893 -4.178 2.669 0.379 -1.903 0.754
C -1.825 -2.884 0.515 4.983 3.342 -5.111
H -4.709 0.284 2.652 0.442 -0.065 -0.541
H 5.038 0.632 1.494 -0.317 -0.272 -0.042
H -0.676 1.701 4.828 0.171 0.859 0.316
H -1.899 2.321 3.716 -0.159 -0.350 -0.227
O -0.008 -4.062 -2.540 3.381 1.622 3.212
O 0.862 -1.818 -1.162 -12.694 -1.462 -14.185
C -2.011 -3.701 -3.538 -0.732 1.304 -0.640
H 4.207 0.415 -0.095 -0.213 -0.384 0.287
O 5.010 3.169 2.621 -0.776 0.586 0.229
O -0.878 0.547 1.839 0.611 -1.393 -2.425
C 1.869 -2.872 3.387 -1.493 -0.277 0.339
H 5.938 0.569 -0.005 0.128 -0.630 -0.022
N 4.186 2.758 3.418 1.157 -2.461 0.289
N -5.855 0.431 0.871 0.746 3.313 4.399
H -5.226 2.787 -2.504 0.108 -0.298 0.171
H -3.911 1.904 -1.521 0.048 0.730 -0.100
C 5.073 0.156 0.514 0.106 0.595 0.059
H -4.889 -1.292 1.723 -0.349 0.208 0.108
H 0.342 4.378 -0.040 -0.137 -0.019 -0.039
C 1.941 -1.513 -0.664 -5.783 -3.839 3.377
C 2.770 3.298 3.366 0.881 0.118 0.708
O 5.980 -1.905 0.045 0.944 -1.468 -1.137
O -6.094 1.651 1.117 0.334 -2.518 -0.938
C 1.174 1.881 -2.217 0.719 0.320 0.009
N 5.197 -1.338 0.713 -1.918 1.405 3.261
H -1.998 -3.291 -4.548 -0.057 -0.615 -0.247
H -1.380 -0.052 3.734 -0.080 -0.889 -0.036

***

102
Properties=species:S:1:pos:R:3:forces:R:3 method="wB97M-V/def2-TZVPD" homo_lumo_gap_ev=9.906 e_homo_ev=-9.83 smiles="O=C1CCCO1.O=C1CCCO1.O=C1CCCO1.O=C1CCCO1.O=C1CCCO1.O=C1CCCO1.O=C1CCCO1.CC#N.CC#N.CC#N"
O 1.665 -0.133 -4.115 -0.432 -0.170 1.401
C -3.673 0.304 4.411 0.950 -0.344 -1.052
H 2.059 1.164 5.799 0.009 0.424 0.940
H -6.075 0.658 -4.295 -0.063 -0.013 -0.041
C -5.038 -1.232 3.233 0.323 0.208 -1.097
H 4.093 -2.540 -0.560 -0.505 -0.189 0.297
H -1.754 5.663 1.167 -0.088 -0.247 -0.485
H -5.010 -0.038 6.101 0.210 -0.111 0.471
C -2.431 -4.167 0.423 0.480 -1.125 -1.455
H 3.093 0.555 -0.470 0.077 -0.385 0.187
C 4.279 1.853 -1.773 1.012 0.640 -0.951
H -1.816 2.143 -1.082 0.587 0.035 0.254
H -1.521 -1.594 -2.534 -0.134 -0.341 0.121
H 1.755 0.810 -5.843 0.166 -0.318 -0.538
C -4.913 1.301 -1.905 2.132 0.184 0.774
C 4.688 1.650 0.592 0.160 -1.067 0.834
H -2.920 -0.342 4.860 0.247 0.515 0.373
H 5.506 -2.128 0.378 -0.145 -0.159 -0.076
C -4.832 2.328 -3.954 -0.989 2.062 -0.783
H -5.695 0.861 4.800 -0.363 0.964 -0.119
H 5.422 -2.604 3.017 -0.251 0.038 0.303
C 1.664 -0.234 -5.537 0.215 0.366 1.019
H -1.825 4.815 -1.506 -0.238 -0.146 0.263
H -0.261 3.053 -1.177 0.006 -0.048 -0.346
C -2.702 -3.495 1.652 -0.177 1.452 0.525
H -3.461 1.369 4.422 0.637 -0.114 0.187
O -4.908 3.267 -4.728 0.477 -1.524 0.686
C -1.581 -2.624 -2.906 0.090 0.467 -1.107
H 0.492 -0.973 -1.116 -0.052 -0.200 0.687
C 0.701 -0.234 3.638 0.545 0.742 0.891
C 2.800 -1.190 -5.866 0.039 0.183 -0.699
H -4.241 1.373 -1.012 -0.569 -0.221 -0.804
H 3.220 -2.823 -4.410 -0.211 -0.189 -0.093
C 4.539 -2.664 0.425 1.691 0.327 -0.155
C -0.008 -1.172 -0.144 0.840 0.494 0.033
C 3.618 1.496 -0.467 -0.776 0.912 0.287
C -0.376 -2.862 -3.735 0.581 -0.696 -1.057
H -0.072 -2.246 0.025 -0.206 -0.033 -0.148
H -0.270 5.444 0.256 -0.433 -0.657 -0.096
N 0.540 -3.130 -4.403 -1.477 0.624 1.127
H -0.231 1.878 5.813 -0.036 0.207 -0.480
O -5.565 -1.079 4.461 0.147 -0.824 -0.604
H 2.876 2.265 -0.179 0.076 -0.250 -0.186
O 4.842 -4.050 0.664 0.060 -0.218 -0.402
H -3.644 -2.959 1.543 -0.090 0.083 -0.065
H -4.492 0.563 -5.128 -0.456 0.191 0.466
C 4.872 -4.290 1.997 -0.906 0.913 -0.352
N -2.368 -0.099 -0.340 -0.014 -0.112 0.035
C -4.999 0.084 5.033 -0.888 0.054 0.774
O 2.461 -1.059 -2.273 0.228 -0.690 1.002
C 2.426 -1.076 -3.460 -0.861 1.943 -2.028
H -3.090 -0.761 2.468 0.236 0.334 0.198
H 2.417 1.020 2.905 -0.463 -0.483 0.197
H 2.382 -1.971 -6.499 0.327 -0.109 -0.017
C 0.191 1.673 4.820 0.290 0.004 0.604
C -1.210 4.927 0.555 -0.487 0.932 1.132
H -4.249 0.599 2.348 0.038 -0.515 -0.097
O 5.723 2.342 0.059 -0.046 -0.098 0.825
H 2.882 -0.138 4.110 -0.235 -0.128 0.173
C -4.432 0.214 -2.920 -2.002 0.931 1.093
C 3.242 -1.747 -4.508 0.804 -0.286 -0.047
H 3.883 -3.289 3.625 -0.040 0.059 -0.079
H -1.925 -2.731 1.871 -0.282 -0.671 0.008
H 4.595 0.968 -2.358 -0.039 0.323 0.519
H 6.420 2.556 -1.836 0.006 -0.274 -0.138
H 3.940 -1.142 1.869 -0.328 -0.292 -0.289
C -1.965 4.249 -0.571 0.835 1.036 -1.359
O 4.671 1.219 1.736 0.207 0.948 -1.765
C 2.073 0.540 3.842 -1.059 0.034 -1.515
H -4.911 -0.721 -2.612 0.339 -0.058 -0.428
C 1.718 1.593 4.878 -0.023 -0.193 -0.555
C -1.202 2.939 -0.639 -0.942 -0.202 -1.401
O 0.437 -1.195 2.973 0.194 0.365 0.295
C -3.885 -0.226 2.980 -1.409 0.073 0.714
H -3.036 4.110 -0.446 0.062 0.014 0.443
C -0.830 2.695 0.748 0.260 -0.810 2.468
O -4.713 2.550 -2.634 -0.315 -0.382 0.666
H -2.529 -2.719 -3.497 1.000 -0.028 0.344
O -0.237 0.354 4.478 0.491 -0.647 -1.260
C 3.823 -2.216 1.664 -0.710 0.829 0.185
C 4.457 -3.054 2.733 1.147 0.221 0.100
H -1.582 -3.359 -2.114 -0.123 0.006 0.285
O 5.151 -5.332 2.468 0.634 -1.713 0.410
H -3.355 0.149 -2.854 0.159 -0.051 -0.297
O -5.436 -2.045 2.445 -0.110 -0.099 0.275
C 5.488 2.715 -1.303 -0.067 -1.205 -0.134
H 2.792 -2.513 1.583 -0.734 0.269 0.021
C -1.320 -0.550 -0.208 -0.129 -0.322 0.126
H 0.588 -0.761 0.701 -0.490 -0.090 -0.700
H 0.715 -0.638 -5.828 -0.589 -0.097 -0.295
N -2.222 -4.718 -0.572 -0.169 0.486 0.902
H 3.564 -0.632 -6.441 -0.043 -0.622 0.497
C -5.011 0.863 -4.195 1.405 -1.121 -0.677
H -0.150 2.384 4.049 -0.006 -0.240 0.344
H 3.715 2.487 -2.469 -0.307 -0.392 0.336
H 2.160 2.566 4.661 0.169 -0.147 0.270
H -2.859 -4.170 2.479 0.314 -0.318 0.210
H 5.293 3.764 -1.359 -0.380 0.781 0.187
H -5.928 1.208 -1.509 -0.127 0.031 -0.609
O -0.489 1.687 1.315 0.138 0.189 -0.421
H 4.248 -1.448 -4.242 0.492 0.030 -0.132
O -0.929 3.846 1.465 0.480 0.064 -0.332